Molecular formula: C55H63BrFeN8O2Se
Method: DFT, ωB97M-V/def2-TZVPD

As for the total charge: 0. Its frontier orbital gap is 5.873 eV. As for the lowest unoccupied orbital energy: -0.52 eV. The calculation puts the HOMO energy at -6.39 eV. As for the energy: -8961.42230 Eh.

Positions of all 131 atoms, in Å:
Br  -3.64068  -5.58699  -1.09267
Se  -1.69875  1.34773  -2.94133
Fe  0.53740  0.30091  0.92034
O  -1.37053  -0.89384  -0.36348
O  0.92558  -1.68681  -1.24210
N  -4.20510  2.34468  -3.91200
N  1.90143  -5.69306  -1.73765
N  -2.61723  3.79097  -4.11866
N  2.32086  -3.71618  -2.68988
N  -0.61629  -0.27224  2.45766
N  1.89002  -1.09397  1.47544
N  1.87546  1.04808  -0.35695
N  -0.43871  2.06385  0.88610
C  -2.15976  -4.40091  -1.10542
C  -2.37721  -3.06692  -0.77665
C  3.51092  -3.48330  4.87660
C  -1.98641  -2.86067  4.79492
C  3.39220  -4.52113  -3.01710
C  -1.30233  -2.19229  -0.76402
C  -1.30851  4.40431  -4.04331
C  0.82032  3.16598  -0.87584
C  5.42728  -5.35358  -3.87113
C  -0.91601  -4.87376  -1.43779
C  2.78493  3.17054  -3.31039
C  -2.48678  -0.55043  3.78778
C  2.69081  2.15301  -2.21665
C  3.12578  -4.00214  3.48776
C  3.79001  -2.40775  1.59112
C  -4.76130  3.48183  -4.46687
C  -0.03695  -2.64483  -1.15984
C  -3.77084  4.38510  -4.59382
C  5.19096  -3.97214  0.20338
C  0.15682  -3.97646  -1.49127
C  -1.37009  -2.69751  6.18794
C  -1.82510  3.83147  1.44120
C  0.55252  -2.29899  3.10879
C  1.72510  -2.07217  2.41253
C  -2.87358  4.59169  2.19042
C  2.96643  0.39315  -0.84568
C  1.45760  -4.48544  -1.94596
C  -0.96482  4.28000  0.49021
C  -2.67074  -0.39874  -0.05364
C  -4.91282  1.12268  -3.59252
C  -3.81527  -0.24554  4.40472
C  0.45364  6.36268  0.48936
C  4.57976  0.54263  -2.88877
C  -1.76938  0.31785  2.87701
C  4.02962  -6.79815  -2.50631
C  1.71158  2.14483  -1.14817
C  -0.81111  5.67317  -0.03323
C  3.47687  1.06273  -2.02272
C  2.91375  -2.89049  2.50950
C  3.11928  -5.74790  -2.39754
C  2.11669  2.70136  -4.61004
C  4.53995  -4.29939  -3.76991
C  5.17140  -2.90236  1.29460
C  -2.40411  5.01706  3.58505
C  -1.73260  -1.67174  3.92165
C  3.59060  -0.66515  -0.20906
C  3.11969  -1.31065  0.92396
C  -2.14864  1.61058  2.55882
C  -0.12147  3.15582  0.13627
C  4.08686  -0.57636  -3.81649
C  -4.96809  -0.38805  3.40588
C  -0.55184  -1.46801  3.10843
C  -2.87983  2.53256  -3.68573
C  -1.48446  2.44347  1.67744
C  5.17727  -6.58473  -3.24376
H  -4.82761  0.28046  2.55449
H  1.78572  -2.00941  -0.93814
H  -3.98392  -0.91507  5.25048
H  -1.53662  -3.58513  6.79992
H  -3.15938  5.47675  1.61902
H  6.33564  -5.22855  -4.44590
H  3.45304  -0.17811  -4.60872
H  -5.92584  -0.15053  3.87144
H  -0.74469  -5.91014  -1.68817
H  1.17708  2.18866  -4.39464
H  -1.06109  4.63023  -3.00715
H  -3.19486  5.53930  4.12580
H  5.90225  -7.38164  -3.34568
H  2.75992  2.00637  -5.15082
H  -1.68358  6.26294  0.25423
H  -2.54090  0.63962  0.22176
H  -1.31544  5.31692  -4.63520
H  2.21779  -4.60567  3.56472
H  -3.30798  -0.45621  -0.93759
H  4.58140  -4.83203  0.48718
H  -5.80307  3.54327  -4.72386
H  6.20578  -4.32157  0.00792
H  -1.58695  -3.75935  4.31992
H  4.44500  -2.92143  4.83040
H  1.35158  5.84805  0.14684
H  -3.03362  2.00370  3.04399
H  1.91078  3.54309  -5.27463
H  -3.06332  -3.01688  4.88869
H  4.52942  -1.01540  -0.62114
H  -3.77628  3.98074  2.28005
H  -4.29300  0.27170  -3.86711
H  4.73214  -3.34994  -4.25359
H  -0.29463  -2.52738  6.11593
H  -3.78024  5.38661  -4.98369
H  5.80309  -2.06218  0.99555
H  2.32346  4.10403  -2.98288
H  -5.84617  1.10269  -4.15058
H  4.78292  -3.57880  -0.72898
H  5.39642  0.16123  -2.27108
H  2.74142  -2.81344  5.26356
H  -1.54310  5.68314  3.51059
H  3.47887  -1.28313  -3.24681
H  3.90606  -4.66801  3.11406
H  0.46697  6.35683  1.58013
H  -0.56346  3.71106  -4.42715
H  -3.10238  -0.96032  0.77856
H  -5.12219  1.06949  -2.52381
H  -2.10018  4.14960  4.17219
H  -0.79150  5.66994  -1.12662
H  0.50152  7.39915  0.15152
H  4.99459  1.35960  -3.48375
H  -1.80544  -1.83876  6.70106
H  3.63844  -4.30501  5.58273
H  -3.81095  0.76908  4.81300
H  5.61050  -3.30398  2.21089
H  3.82963  -7.74765  -2.02805
H  3.83669  3.39997  -3.49890
H  2.11773  -2.80518  -3.06717
H  0.87528  4.05644  -1.48820
H  4.91704  -1.11580  -4.27502
H  0.51153  -3.18411  3.73105
H  -5.01828  -1.40930  3.02392
H  -3.36749  -2.74506  -0.50238